ORCA calculation (ωB97M-V/def2-TZVPD) on 22 unconnected molecules or ions with the total composition C9H60NO22.

energy above the lowest of the compared OMol25 structures with the same formula, charge and spin = 78.75 kJ/mol
total charge = 0
frontier orbital gap (spin up / spin down) = 9.4 / 8.0 eV
spin multiplicity = 2

Last column: Löwdin spin population.
Cartesian coordinates (Å):
C 1.4284 -1.5555 1.6771  0.023
C 1.1953 -0.1653 1.0243  0.026
C 1.7785 -0.2204 -0.4419  0.002
C 0.9552 -1.0095 -1.4466  0.000
C -0.4748 -0.4062 -1.4173  0.000
C -1.1781 -0.2962 -0.0764  0.025
N -0.2117 0.3027 0.9092  0.431
O -0.8385 0.7576 2.1686  0.442
C -1.8080 -1.6396 0.4915  0.022
C -2.3651 0.6896 -0.5121  0.006
C 2.1214 0.8640 1.9162  0.005
H 1.2999 -1.4434 2.7536  0.001
H 2.4581 -1.8364 1.4561  0.002
H 0.8030 -2.3727 1.3178  0.000
H 2.7729 -0.6641 -0.4923  0.000
H 1.8304 0.8190 -0.7660  0.000
H 0.8951 -2.0915 -1.3293  0.000
H 1.2994 -0.9531 -2.4793  0.000
H -1.0880 -1.0346 -2.0632  0.000
H -0.3980 0.6146 -1.7916  0.000
H -1.3459 -1.8181 1.4624  0.000
H -1.5096 -2.4842 -0.1296  0.001
H -2.8933 -1.6347 0.5921  0.002
H -3.1416 0.9605 0.2033  0.000
H -2.8149 0.4473 -1.4750  0.000
H -1.7795 1.5903 -0.6962  0.000
H 3.1397 0.4775 1.9578  0.000
H 1.7919 0.7700 2.9510  0.000
H 1.9329 1.8666 1.5322  0.000
O -0.6286 -1.3978 4.3233  0.005
H -0.5401 -0.6669 3.7116  0.002
H 0.2615 -1.5572 4.6373  0.000
O 4.9198 -1.4220 3.5003  0.000
H 4.5253 -0.9520 2.7657  0.000
H 5.5470 -2.0199 3.0937  0.000
O -2.4341 4.6499 -0.5024  0.000
H -2.9573 4.0197 -0.0070  0.000
H -2.5601 5.4801 -0.0429  0.000
O 1.0713 1.7609 5.2025  0.000
H 2.0071 1.8959 5.0533  0.000
H 0.7200 1.5409 4.3397  0.000
O 2.1279 -2.1780 -4.8595  0.000
H 1.3190 -2.2141 -4.3490  0.000
H 1.8538 -1.8649 -5.7215  0.000
O -0.3504 3.2985 0.6956  0.006
H -1.0841 3.3104 0.0809  0.000
H -0.3983 2.4369 1.1098  0.000
O 5.7197 -1.1947 -1.8122  0.000
H 5.6635 -1.2284 -0.8572  0.000
H 6.0035 -2.0726 -2.0671  0.000
O 0.5013 -4.8706 -1.1412  0.000
H 0.2853 -3.9823 -0.8575  0.000
H -0.1677 -5.4216 -0.7349  0.000
O -1.4234 3.5236 3.5607  0.001
H -2.0581 2.8153 3.6693  0.000
H -1.0258 3.3604 2.7054  0.000
O -3.6731 1.6254 2.8032  -0.001
H -4.0221 0.9317 3.3629  0.000
H -2.7725 1.3568 2.6214  -0.001
O -0.6153 2.4562 -4.4213  0.000
H -0.3446 3.0714 -5.1028  0.000
H 0.1965 2.0301 -4.1463  0.000
O -0.6850 -2.4969 -4.4662  0.000
H -0.9732 -3.0516 -5.1911  0.000
H -1.4917 -2.2641 -4.0067  0.000
O -3.3487 -4.2853 -1.3729  0.000
H -4.1482 -4.4393 -0.8696  0.000
H -3.4461 -3.3954 -1.7118  0.000
O 1.7316 -0.9239 5.6601  0.000
H 1.9575 -0.1652 6.1982  0.000
H 2.5679 -1.3601 5.4971  0.000
O -4.5503 3.1538 0.6312  0.000
H -4.9564 2.6060 -0.0406  0.000
H -4.4071 2.5617 1.3695  0.000
O 1.7880 1.0632 -4.2742  0.000
H 2.6817 0.9851 -3.9406  0.000
H 1.3873 0.2140 -4.0884  0.000
O -3.3115 -1.9165 -3.3772  0.000
H -3.7644 -2.5459 -3.9385  0.000
H -4.0129 -1.3959 -2.9858  0.000
O 4.0392 0.5568 -2.8165  0.000
H 4.7934 -0.0250 -2.7225  0.000
H 3.8815 0.8901 -1.9332  0.000
O 1.8556 5.2016 0.6605  0.000
H 2.6478 4.8666 0.2405  0.000
H 1.2435 4.4660 0.6399  0.000
O -1.5288 -4.8276 2.6207  0.000
H -1.2599 -3.9090 2.6275  0.000
H -0.7096 -5.3179 2.6900  0.000
O -2.8728 3.5411 -3.1197  0.000
H -2.5460 3.7212 -2.2382  0.000
H -2.0838 3.4368 -3.6515  0.000

ORCA calculation (ωB97M-V/def2-TZVPD) on 23 unconnected molecules or ions with the total composition C9H62NO23.

energy above the lowest of the compared OMol25 structures with the same formula, charge and spin = 82.73 kJ/mol
total charge = -1
frontier orbital gap = 5.4 eV

Last column: Löwdin charge in e.
Cartesian coordinates (Å):
C -2.0384 0.8060 1.2522  -0.028
C -0.7123 0.4636 0.5799  -0.516
C 0.2590 0.1577 1.7243  -0.140
C 1.6013 -0.3210 1.1916  -0.164
C 1.3129 -1.5302 0.2843  -0.124
C 0.3273 -1.2869 -0.8383  -0.497
N -0.8728 -0.6783 -0.2672  -0.153
O -1.9401 -0.5127 -1.1803  -0.265
C -0.0377 -2.6587 -1.4022  -0.027
C 0.9785 -0.5106 -1.9856  -0.022
C -0.2743 1.7436 -0.1617  -0.004
H -1.9236 1.7005 1.8642  0.062
H -2.2923 0.0028 1.9596  0.087
H -2.8510 0.8995 0.5456  0.062
H -0.1744 -0.6465 2.3225  0.129
H 0.3751 1.1339 2.2172  0.097
H 2.2470 -0.7578 1.9542  0.101
H 2.1362 0.4305 0.6140  0.090
H 1.0998 -2.4178 0.8839  0.098
H 2.3011 -1.7494 -0.1524  0.109
H -0.6257 -3.2695 -0.7180  0.073
H 0.8610 -3.2115 -1.6934  0.097
H -0.5619 -2.5417 -2.3549  0.065
H 0.1874 -0.1840 -2.6678  0.067
H 1.6272 -1.1443 -2.6040  0.098
H 1.6341 0.2982 -1.6756  0.042
H -0.4895 2.6729 0.3804  0.080
H -0.8936 1.8424 -1.0607  0.072
H 0.7811 1.7776 -0.4268  0.055
O 0.9492 -4.4851 2.2383  -0.047
H 0.7259 -5.2654 2.7563  0.055
H 1.8434 -4.2482 2.5091  0.043
O 4.7794 0.8703 0.9225  -0.072
H 4.7967 0.4323 0.0472  -0.011
H 5.2853 1.6792 0.7997  0.037
O -1.6106 4.4627 2.6673  -0.041
H -1.1443 3.6207 2.7041  0.002
H -2.3519 4.3573 3.2726  0.065
O -0.6307 2.1427 4.3518  -0.037
H -1.2373 2.0484 5.0949  0.077
H 0.1571 1.6564 4.6196  0.042
O 1.1501 4.3048 3.8149  -0.050
H 0.5144 3.5745 3.7841  -0.013
H 0.9623 4.7513 4.6445  0.056
O -2.4594 0.0468 -4.2267  -0.054
H -2.2586 0.7401 -3.5854  0.020
H -2.4224 -0.7658 -3.6988  -0.004
O -3.0012 -2.5439 -2.7580  -0.079
H -2.5213 -2.0748 -2.0316  -0.002
H -2.5142 -3.3600 -2.8985  0.041
O 0.3916 2.2736 -3.8398  -0.062
H -0.0678 2.9800 -3.3625  0.014
H 0.3437 1.5326 -3.2221  -0.019
O 3.1138 2.2702 -2.2603  -0.049
H 3.2050 2.7556 -3.0871  0.058
H 2.1960 2.4226 -2.0026  0.020
O -2.5905 4.9908 0.0669  -0.080
H -3.3676 4.4228 0.0385  0.022
H -2.2159 4.8649 0.9597  -0.018
O -0.2321 -1.6747 -5.2641  -0.069
H -0.8481 -0.9555 -5.0457  -0.001
H 0.5951 -1.2261 -5.4613  0.026
O -1.6571 -3.3185 1.6079  -0.084
H -1.5886 -2.6329 0.9226  -0.004
H -0.7517 -3.6542 1.6958  -0.022
O 4.6611 -3.3369 -0.7940  -0.062
H 3.9873 -3.6480 -0.1821  0.023
H 4.6806 -2.3796 -0.6668  0.004
O -3.8846 2.0669 -1.6368  -0.076
H -4.5635 1.3742 -1.7285  0.028
H -3.0838 1.5348 -1.4553  0.013
O -4.1869 -1.3964 0.3595  -0.074
H -3.7948 -0.9233 1.1001  0.011
H -3.5124 -1.2800 -0.3427  -0.001
O -0.9045 -6.9020 -1.3280  -0.061
H -1.6045 -7.5231 -1.1064  0.029
H -1.2938 -6.0326 -1.1795  0.027
O 4.6025 -0.1476 -1.6511  -0.060
H 3.9159 0.4990 -1.9088  0.017
H 5.0910 -0.3145 -2.4624  0.065
O -2.1207 3.5596 -3.0226  -0.075
H -2.3437 4.4875 -2.9070  0.037
H -2.8781 3.0610 -2.6429  -0.006
O -5.0751 -0.3902 -2.1532  -0.056
H -5.0184 -0.7785 -1.2687  0.011
H -4.4434 -0.9134 -2.6629  0.015
O 2.2935 -0.1861 4.3735  -0.031
H 1.8587 0.3129 3.6690  0.022
H 2.0660 0.2488 5.2009  0.058
O 3.4133 -2.6879 4.7287  -0.080
H 2.9669 -1.8488 4.4968  -0.016
H 2.7344 -3.2148 5.1595  0.022
O 3.3147 3.2161 2.2351  -0.069
H 2.9937 2.4933 1.6827  0.001
H 2.5497 3.5456 2.7353  -0.017

ORCA calculation (ωB97M-V/def2-TZVPD) on 24 unconnected molecules or ions with the total composition C9H64NO24.

energy above the lowest of the compared OMol25 structures with the same formula, charge and spin = 745.88 kJ/mol
total charge = -1
frontier orbital gap = 3.1 eV

Last column: Löwdin charge in e.
Cartesian coordinates (Å):
C 0.2946 2.3205 1.0543  -0.058
C 0.0466 0.7918 1.2670  -0.486
C -1.3806 0.5136 0.7835  -0.187
C -1.6535 0.2881 -0.7053  -0.184
C -0.7404 -0.8816 -1.0670  -0.171
C 0.7436 -0.8000 -0.7168  -0.518
N 1.0385 -0.1535 0.6121  -0.195
O 2.3642 -0.3648 1.1955  -0.379
C 1.4594 0.0617 -1.8241  -0.058
C 1.2951 -2.2016 -0.8061  -0.078
C 0.0527 0.5590 2.7972  -0.069
H -0.4770 2.9155 1.5429  0.059
H 0.4040 2.6523 0.0218  0.057
H 1.2503 2.6068 1.4932  0.070
H -2.0690 1.1625 1.3249  0.105
H -1.7424 -0.4384 1.1717  0.101
H -1.4539 1.1857 -1.2906  0.096
H -2.7107 0.0476 -0.8175  0.100
H -0.8044 -0.8993 -2.1550  0.103
H -1.0839 -1.8057 -0.6022  0.112
H 2.5026 0.2662 -1.5832  0.070
H 1.0393 1.0642 -1.9055  0.053
H 1.2532 -0.3351 -2.8181  0.057
H 1.1623 -2.7698 0.1146  0.078
H 2.3394 -2.2530 -1.1141  0.067
H 0.8968 -2.6911 -1.6949  0.068
H -0.4235 1.4199 3.2664  0.063
H 1.0189 0.5499 3.3017  0.061
H -0.3422 -0.4253 3.0489  0.072
O 3.3110 -9.0047 -4.2375  -0.054
H 3.7214 -8.1541 -4.3932  0.028
H 3.5473 -9.2238 -3.3362  0.026
O 0.6286 4.2299 10.3973  -0.058
H 0.7959 4.3896 9.4685  0.030
H 0.9655 3.3477 10.5537  0.028
O -0.6225 1.0418 -9.8965  -0.055
H -1.4939 1.4285 -9.8106  0.027
H -0.0425 1.6540 -9.4438  0.029
O 6.9538 1.9008 5.1695  -0.057
H 6.1148 1.4564 5.0481  0.031
H 7.5815 1.3653 4.6842  0.025
O 5.5027 8.5718 2.1772  -0.053
H 5.4753 8.7940 1.2465  0.027
H 4.6568 8.8621 2.5183  0.026
O -2.6060 -2.4421 9.6603  -0.055
H -2.9583 -3.0160 8.9800  0.029
H -3.2619 -1.7515 9.7550  0.026
O 3.0307 -3.6174 6.7176  -0.059
H 3.0902 -3.1769 5.8699  0.032
H 2.3145 -3.1717 7.1699  0.026
O 8.1218 -7.6227 -2.3724  -0.052
H 7.9727 -7.7641 -3.3073  0.026
H 7.4428 -8.1406 -1.9401  0.026
O 7.1816 3.9007 0.5526  -0.060
H 6.4417 3.2977 0.6241  0.032
H 6.9702 4.6126 1.1565  0.026
O -1.8061 9.8275 -0.1293  -0.055
H -2.6909 10.1926 -0.1342  0.028
H -1.7954 9.2145 -0.8644  0.026
O 9.7407 -1.2661 2.8122  -0.055
H 10.5291 -1.5234 2.3342  0.026
H 9.0271 -1.4012 2.1887  0.029
O -5.7321 -6.2488 -3.8018  -0.056
H -5.2034 -5.4939 -4.0602  0.029
H -6.2548 -6.4525 -4.5774  0.027
O -0.6376 -3.7718 -7.7833  -0.056
H -1.0578 -2.9137 -7.8409  0.028
H 0.2985 -3.5861 -7.8568  0.028
O -1.6298 -9.3425 -4.5871  -0.055
H -0.6817 -9.4524 -4.6599  0.025
H -1.7560 -8.3975 -4.5010  0.030
O 1.3096 10.0037 3.9380  -0.054
H 0.7591 10.2721 4.6736  0.027
H 0.7701 10.1636 3.1636  0.027
O -8.9964 1.9746 1.4435  -0.056
H -9.1257 2.5899 2.1653  0.025
H -8.6693 1.1786 1.8625  0.031
O -2.1982 6.5394 -3.2788  -0.058
H -1.7691 5.9019 -2.7081  0.032
H -2.7660 6.0134 -3.8420  0.028
O -6.5980 7.3799 1.5564  -0.056
H -6.1374 6.6294 1.1811  0.030
H -7.0213 7.0334 2.3419  0.026
O -6.7124 -4.4480 1.2970  -0.058
H -6.5446 -4.9792 0.5186  0.028
H -5.8449 -4.2833 1.6667  0.030
O 8.0929 -2.7248 -1.4849  -0.057
H 7.1940 -2.4159 -1.3721  0.033
H 8.0002 -3.6315 -1.7773  0.023
O -1.0752 -4.8902 3.0409  -0.058
H -0.3221 -4.3222 2.8782  0.030
H -0.7569 -5.7720 2.8481  0.024
O -8.5889 1.5432 -4.4214  -0.056
H -9.4770 1.2728 -4.6546  0.026
H -8.5732 1.5160 -3.4647  0.031
O -6.6102 -2.3556 -6.9212  -0.054
H -6.9260 -2.0657 -7.7771  0.026
H -6.8783 -1.6618 -6.3188  0.027

ORCA calculation (ωB97M-V/def2-TZVPD) on a molecular structure, C9H66NO25.

energy above the lowest of the compared OMol25 structures with the same formula, charge and spin = 3809.61 kJ/mol
total charge = -1
frontier orbital gap = 5.8 eV

Last column: Löwdin charge in e.
Cartesian coordinates (Å):
C -0.2627 2.4278 -1.1374  0.009
C 0.1094 1.1699 -0.2146  -0.302
C -1.1681 0.9419 0.6805  -0.072
C -0.9922 -0.2507 1.5919  -0.160
C -0.9531 -1.4769 0.7655  -0.093
C 0.1648 -1.4605 -0.3936  -0.212
N 0.2715 -0.0391 -1.0133  -0.085
O 1.2373 0.0946 -2.0922  -0.196
C -0.4650 -2.3848 -1.4757  -0.102
C 1.5693 -2.0613 0.1097  0.007
C 1.4268 1.5351 0.4739  -0.081
H 0.4516 2.7258 -1.9049  0.040
H -0.4576 3.3079 -0.5245  0.037
H -1.2217 2.2643 -1.6290  0.027
H -2.0577 0.9887 0.0523  0.071
H -1.2526 1.8170 1.3249  0.111
H -1.7631 -0.4068 2.3466  0.028
H -0.0494 -0.1719 2.1332  0.089
H -1.9413 -1.5622 0.3136  0.108
H -0.6735 -2.3247 1.3909  0.085
H -1.4852 -2.1238 -1.7569  0.114
H -0.4648 -3.3928 -1.0610  0.103
H 0.1708 -2.3203 -2.3588  0.080
H 1.3562 -3.0565 0.4997  0.086
H 1.9496 -1.3597 0.8522  0.073
H 2.3138 -2.2113 -0.6723  0.055
H 2.1674 1.9943 -0.1808  0.086
H 1.7685 0.6578 1.0232  0.072
H 1.3203 2.1861 1.3416  0.044
O -1.9163 2.0424 -2.9463  0.003
H -2.8117 1.7880 -3.1696  0.128
H -2.0078 2.8964 -2.5239  0.117
O -0.3151 1.6241 3.2995  -0.054
H -0.1228 1.1886 2.4691  -0.014
H -1.1909 1.3175 3.5342  0.025
O -3.4574 1.1602 -0.8334  0.054
H -3.7538 0.5704 -1.5266  0.130
H -2.7134 1.6254 -1.2160  0.051
O 0.9725 4.2212 -2.4674  -0.035
H 0.8805 3.3286 -2.8005  0.004
H 1.8544 4.2493 -2.0964  0.059
O -1.1926 0.0711 -2.7859  -0.044
H -1.5090 0.9740 -2.8143  -0.220
H -0.5218 0.0731 -2.1031  -0.097
O 2.3054 -0.5564 -3.5349  -0.076
H 1.9490 -1.4428 -3.4758  0.002
H 1.7262 -0.0277 -2.9860  -0.283
O 3.9493 -1.5701 -0.7085  -0.056
H 4.7041 -1.1475 -1.1182  0.061
H 4.1722 -2.5009 -0.6974  0.053
O 2.1180 2.3004 3.2016  -0.042
H 2.8541 2.6308 2.6866  0.053
H 1.3598 2.7847 2.8748  0.016
O 3.2915 1.1563 -1.6113  -0.063
H 2.8770 1.9753 -1.8828  0.041
H 2.5667 0.6097 -1.3076  -0.016
O -0.8385 -3.2141 -4.0344  -0.054
H -0.7840 -2.2587 -4.0113  0.035
H -0.1653 -3.5078 -3.4206  -0.209
O -1.1044 4.8924 0.3500  -0.032
H -1.4632 4.0781 0.7027  0.051
H -1.1693 5.5162 1.0730  0.074
O 0.3613 -3.8493 -2.4330  -0.091
H 0.5322 -4.6876 -2.8623  0.151
H 1.1638 -3.3444 -2.5643  0.139
O 3.5752 1.1890 1.1922  -0.030
H 3.2701 0.8271 0.3602  0.041
H 3.4651 2.1351 1.0971  0.088
O -3.0416 -2.9053 0.0495  -0.079
H -2.4197 -2.7155 0.7519  -0.063
H -3.7542 -3.3769 0.4808  0.060
O 2.6526 -0.0118 2.6496  -0.059
H 2.7988 0.4350 1.8158  -0.135
H 3.0933 0.5383 3.2972  0.079
O -3.5648 1.3777 1.2779  -0.065
H -4.0062 0.6101 1.6415  0.033
H -3.3943 1.1465 0.3648  -0.182
O -2.0956 -3.2559 2.1104  -0.074
H -2.7877 -2.9538 2.6986  0.086
H -1.4358 -2.5630 2.1404  -0.053
O 0.7228 -0.6658 3.5675  -0.111
H 0.8173 -0.3975 4.4814  0.103
H 1.3394 -0.1111 3.0895  -0.058
O 1.1230 -3.2318 2.5710  -0.045
H 1.2891 -2.5473 1.9229  -0.038
H 1.4476 -2.8668 3.3942  0.047
O 1.0784 3.8214 0.6270  -0.095
H 0.8426 3.5781 1.5223  0.027
H 0.2440 3.8526 0.1591  -0.047
O -1.2086 -1.9363 3.5071  -0.118
H -0.3786 -1.6655 3.1148  -0.007
H -1.3616 -1.3016 4.2072  0.083
O 0.4626 1.1792 -4.4347  -0.035
H -0.1099 1.7954 -4.8916  0.033
H 0.3529 1.3917 -3.5078  -0.013
O -1.8490 -4.1223 -2.0311  -0.101
H -0.9538 -4.2367 -2.3503  -0.060
H -1.7509 -3.6437 -1.2080  -0.022
O -2.6178 0.2955 3.4868  -0.032
H -2.0383 -0.3035 3.0160  -0.095
H -3.4763 0.1646 3.0844  0.059